(1)
The following is a quantum chemistry calculation of a molecular structure, C17H34O2P2Tc in a non-equilibrium geometry, from the OMol25 dataset.

Element x y z (Å)
C1 2.2821 3.6249 -5.6455
H1 3.7438 -1.0028 -2.3741
C2 -3.7832 2.3378 -0.2969
P1 -2.1333 2.8082 0.2343
H2 0.7854 2.8733 -7.7703
C3 -2.0234 4.3703 1.1154
C4 1.8270 2.2142 -5.2617
C5 3.4365 -1.3160 -3.3900
H3 -4.1303 2.9603 -1.1413
H4 -1.6361 3.9762 -1.8193
H5 0.0344 4.9170 -3.3274
H6 0.7100 -3.0267 0.3223
H7 -0.4884 4.6436 -6.9836
H8 -0.8770 -2.2304 0.0524
H9 -1.8453 3.5602 -6.8883
H10 0.3335 -1.4233 1.0875
H11 3.3248 3.7579 -5.2834
H12 -2.7682 5.0647 0.7184
H13 0.7144 0.5605 -6.1974
H14 -1.0549 1.8687 2.1468
H15 -2.2090 1.8934 -2.9268
H16 -1.9897 0.6335 1.2634
H17 -1.9125 4.0643 -4.6562
C6 -1.3112 1.4934 1.1393
H18 3.7831 -0.5633 -4.1246
C7 0.2015 -2.0652 0.2029
H19 1.1444 -1.9967 -5.6755
H20 2.3160 3.7556 -6.7406
H21 -0.0827 -2.5753 -4.5241
C8 0.7915 -1.3095 -0.9614
H22 1.1831 5.5414 -5.7634
C9 0.6618 1.6432 -5.9814
C10 -0.8130 3.6937 -6.5283
H23 1.5284 -3.3944 -4.5818
C11 -0.9136 3.8022 -5.0177
H24 3.8068 -2.3275 -3.6312
H25 -0.9662 0.9640 -2.0431
H26 -4.4749 2.4728 0.5502
C12 -1.1944 1.9677 -2.4727
H27 -3.7915 1.2815 -0.6182
C13 1.4696 4.7829 -5.0097
H28 -0.3887 1.1522 0.6238
H29 -1.0226 4.7914 1.0173
C14 0.2319 4.3433 -4.2428
Tc1 0.1498 2.3802 -4.2232
H30 -0.6392 1.8409 -7.6504
H31 -2.2327 4.1665 2.1751
P2 1.6190 -1.2961 -3.4275
C15 1.0018 -2.4409 -4.6796
H32 -0.1577 3.2921 -1.0685
C16 -1.1849 3.0633 -1.3912
C17 0.0182 2.5014 -7.0604
O1 1.1719 -2.1282 -2.0494
O2 0.9571 -0.0830 -0.9371
H33 2.6393 1.5163 -5.0215
H34 2.1167 5.3278 -4.3129

Output
- LUMO level (alpha / beta): -5.272 / -10.032 eV
- Multiplicity: 4
- Charge: +2

(2)
The following is a quantum chemistry calculation of a molecular structure, C41H52ClN3NaO5P in a non-equilibrium geometry, from the OMol25 dataset.

Element x y z (Å)
C1 -4.9150 0.8664 2.2082
H1 1.9948 -2.9695 1.6885
C2 -3.2275 -0.8290 -2.0515
C3 4.7865 -1.7741 0.8982
H2 6.5220 1.8168 -2.1288
H3 3.4759 1.6997 -2.0737
H4 -2.3643 -1.0833 1.3376
C4 3.7052 -0.9007 0.9363
C5 0.3027 5.1046 -0.8878
C6 -0.9410 -4.2482 -0.0619
C7 -5.4025 2.5033 0.3719
C8 0.7779 3.4506 2.7875
C9 2.5648 2.2116 0.0723
H5 -0.8311 -1.4563 2.1554
H6 1.2125 -1.6445 -0.8922
O1 -3.0645 2.8591 -1.9164
H7 -0.8728 -2.2747 -4.1642
N1 -2.1323 1.0004 -0.8636
C10 1.3369 -5.7710 -0.4908
H8 0.3446 6.1818 -1.0006
H9 -1.6727 -3.0112 -2.7772
Cl1 0.0760 -8.1594 0.0316
H10 -2.4674 1.1306 -3.7808
H11 -2.8717 1.5284 4.0882
C11 -0.8740 4.4215 -1.1591
H12 3.2026 -2.8812 2.9967
H13 -4.2540 -2.5091 -2.8920
C12 -2.1586 2.2422 -1.3073
H14 -1.1847 -0.5615 -2.4954
C13 5.7523 -1.6860 -0.0945
C14 -0.9894 -5.6242 0.0699
N2 2.4253 0.9096 -0.1084
C15 1.4293 4.4040 -0.4766
C16 4.5489 0.1792 -1.0704
H15 2.3463 -3.9327 -0.8987
C17 -5.3856 -1.6404 -1.2981
C18 4.4459 0.5444 -3.5645
H16 -2.6020 -2.6195 -4.2474
P1 -0.2350 1.0783 3.1032
C19 -1.7985 -2.2829 -3.5815
C20 5.6233 -0.7064 -1.0682
C21 3.5742 0.0940 -0.0533
O2 -0.3438 2.5963 2.5184
H17 2.5666 -0.1318 4.0990
H18 -1.7801 4.9070 -1.4951
H19 0.5265 4.4263 2.3820
H20 4.8718 -2.5431 1.6594
H21 -1.4514 0.1357 -4.8532
H22 -3.1985 -0.1643 -4.7434
O3 -1.5140 0.5385 2.2536
H23 3.4240 0.9138 2.9407
C22 -2.1085 1.9471 4.7466
C23 -2.0730 -0.8845 -3.0344
O4 3.5563 2.8687 0.4678
C24 1.3353 3.0270 -0.3510
H24 5.4420 3.0064 -2.8796
O5 -0.8576 1.2653 4.5967
H25 6.3697 -0.6353 -1.8554
C25 -4.3781 0.2732 -0.2056
C26 0.2632 -3.5428 -0.4178
H26 4.2204 -0.5335 3.5837
C27 2.7178 -0.9583 2.0846
C28 -1.7642 -0.8862 2.2245
H27 6.5871 -2.3774 -0.1147
C29 2.3516 -2.3710 2.5289
H28 -4.8850 1.6798 2.9409
H29 0.9495 3.5353 3.8651
N3 0.2012 2.3739 -0.6151
C30 1.4006 -4.3969 -0.6323
C31 4.4367 1.2053 -2.1847
C32 0.1463 -6.3985 -0.1395
H30 1.5525 -2.3285 3.2788
C33 -4.2898 -1.7216 -2.1483
C34 5.5272 2.2738 -2.0685
H31 2.3726 4.8790 -0.2462
C35 -3.2595 0.1768 -1.0634
C36 -4.4679 1.3790 0.8380
H32 5.4378 2.7942 -1.1129
C37 0.3284 -2.1538 -0.5164
C38 -0.8847 3.0410 -1.0050
H33 3.6636 -0.2155 -3.6396
H34 -5.4569 3.2991 1.1259
C39 -5.4223 -0.6415 -0.3380
H35 -6.1957 -2.3565 -1.3782
Na1 0.0378 0.3691 0.1195
C40 3.2585 -0.1240 3.2507
H36 -2.0048 3.0094 4.5201
H37 -0.5946 -1.5958 -0.4061
H38 -2.4189 1.8271 5.7816
H39 -6.2788 -0.5731 0.3264
H40 2.2249 -6.3722 -0.6539
H41 1.6867 3.0865 2.2975
C41 -2.3079 0.1211 -4.1696
H42 -1.9224 -6.1103 0.3341
H43 4.2763 1.2901 -4.3482
H44 -3.4649 1.7899 0.9465
H45 -5.0410 2.9267 -0.5654
H46 -1.8493 -3.6701 0.0882
H47 5.4063 0.0593 -3.7676
H48 -2.3117 -1.1868 3.1178
H49 -4.2738 0.0605 2.5695
H50 1.8159 -0.4690 1.7206
H51 -6.4161 2.1099 0.2188
H52 -5.9429 0.4891 2.1824

Output
- LUMO level: 3.659 eV
- Charge: -2

(3)
The following is a quantum chemistry calculation of 2 unconnected molecules or ions with the total composition C4H8N4O2 in a non-equilibrium geometry, from the OMol25 dataset.

Element x y z (Å)
C1 0.5505 0.1813 1.0357
C2 -0.6980 0.3418 0.4826
N1 0.2334 -1.5831 -0.2132
H1 -2.3248 -0.1180 -1.6304
C3 -1.5215 1.5893 0.5439
H2 1.0751 0.8440 1.6679
H3 -2.9912 -1.0357 -0.4081
H4 -1.9004 -1.7844 -1.7920
C4 -2.0438 -0.9694 -0.9937
H5 -2.6285 1.4072 0.9166
H6 2.8073 -1.3342 0.3415
O1 4.4741 0.7684 -0.7674
O2 3.6789 -1.0200 0.1038
N2 1.1081 -0.9740 0.5801
H7 -1.0796 2.2030 1.1955
N3 3.4751 0.3004 -0.3432
H8 -1.3482 1.9773 -0.4738
N4 -0.8665 -0.7939 -0.2458

Output
- SMILES: Cc1cnnn1C.O=NO
- LUMO level: 0.539 eV

(4)
The following is a quantum chemistry calculation of 4 unconnected molecules or ions with the total composition C34H59Br6F7N3O3 in a non-equilibrium geometry, from the OMol25 dataset.

Element x y z (Å)
C1 1.1551 -8.8856 3.6643
C2 3.4048 3.3735 -3.5609
N1 1.0725 -0.3046 -2.2547
H1 3.5807 3.3021 -4.6335
Br1 -0.7948 -7.3683 2.2018
C3 2.6334 2.6498 2.3307
H2 1.0782 1.1762 2.0354
H3 -2.8037 2.4833 -0.4165
H4 -8.2661 -0.0283 0.1578
C4 -6.2653 -0.7424 1.9970
H5 -6.1595 0.2022 2.5378
H6 -5.3493 5.7712 -2.0908
C5 -4.7011 -0.2391 -1.4797
C6 2.7431 -6.3380 -1.2110
C7 -3.6688 5.8572 -3.4246
O1 2.2665 -1.1110 -4.1461
C8 2.2393 2.4863 -3.0910
H7 1.8836 1.9024 -3.9394
H8 3.5708 0.9516 -2.3932
H9 3.2003 0.0468 1.6518
H10 1.0840 5.4163 2.1362
H11 1.4896 3.1730 -2.7074
H12 -0.9423 -9.4254 3.5915
H13 4.2243 -0.7913 -0.2601
F1 -1.8675 4.9903 2.1536
H14 5.9888 -1.9041 0.0200
H15 -7.4278 1.4145 0.7362
H16 4.8132 -4.0923 1.7889
C9 -4.3126 1.2121 -1.1529
H17 -0.2264 1.8532 -2.6600
C10 -4.6022 5.1057 -2.5168
C11 1.6914 0.6461 -1.3525
C12 -0.3112 -8.5471 3.6760
C13 -7.3342 0.5389 0.0869
H18 3.2031 2.1983 -1.2425
H19 -7.2212 -1.1688 2.3248
H20 0.0625 4.8220 -0.4265
H21 -0.1010 3.0858 2.0733
H22 -2.5882 -0.3854 0.6345
C14 3.2325 -2.9509 0.9058
C15 -0.0994 3.2535 0.9936
C16 -2.7624 0.6841 0.7804
H23 -5.3713 -0.1974 -2.3496
H24 1.7792 -8.0169 3.4803
H25 1.9949 -2.6329 -0.8118
C17 -0.0123 4.7423 0.6615
C18 1.0691 2.4701 0.3296
H26 3.6262 -3.0130 -1.2444
H27 1.5573 -7.3631 0.2882
H28 -2.2709 1.0339 -2.5872
H29 2.7391 -3.9164 1.0273
H30 2.5139 -5.3030 -0.9634
N2 3.3577 -1.0362 -0.7243
N3 2.3222 -0.1610 -0.2304
F2 -1.1509 6.7719 1.1570
H31 -4.0693 4.6005 -1.7165
H32 -5.0305 1.6648 -0.4663
Br2 1.5915 -10.1934 2.2944
H33 6.7165 -3.3367 0.7147
H34 1.4430 -9.3454 4.6069
H35 2.9695 -6.4147 -2.2697
C19 4.7053 -3.0858 1.3835
F3 2.9586 1.1192 5.4318
H36 3.7250 1.2532 0.5095
H37 -3.6959 0.7550 1.3406
H38 -3.8141 -0.7940 -1.7869
C20 -2.9016 1.4005 -0.5711
C21 2.7461 1.5431 -1.9846
H39 5.5874 -3.5490 -0.5750
H40 -4.1308 6.1369 -4.3653
F4 3.1474 4.6912 -3.2048
C22 -1.8255 0.9778 -1.5905
O2 3.1932 1.9129 3.4336
H41 3.4665 3.0529 1.7561
H42 -7.2050 0.8587 -0.9462
H43 -1.0578 2.9006 0.6202
H44 -0.5689 -7.9981 4.5786
Br3 -2.0985 4.7867 -3.8588
H45 1.7156 3.2105 -0.1457
Br4 -5.6092 3.7414 -3.4690
C23 2.5385 2.0554 4.6042
Br5 4.3892 -6.7515 -0.2551
H46 0.0602 0.6424 -0.0033
C24 1.8324 1.6998 1.4433
H47 -1.5497 -0.0657 -1.4195
H48 2.7256 -2.2791 1.6109
C25 5.7865 -2.9390 0.3059
H49 4.3365 3.0955 -3.0583
O3 1.1232 5.3912 1.1720
C26 -1.3202 5.4593 1.0212
C27 3.0349 -2.4548 -0.5201
H50 -3.2862 6.7452 -2.9268
H51 2.0037 3.4533 2.6982
H52 0.6636 -6.8495 -1.1553
H53 -5.4565 -1.4147 2.2764
F5 1.2066 1.9236 4.4568
H54 -5.1709 -2.0400 -0.2544
C28 -0.5587 1.8689 -1.6267
H55 4.9441 -2.4063 2.2028
C29 0.5301 1.4038 -0.6428
C30 -5.3814 -0.9735 -0.3416
H56 -1.9778 1.0966 1.4203
C31 1.6123 -7.2371 -0.7888
H57 1.5982 -0.7587 0.1807
Br6 1.7769 -9.0103 -1.5482
F6 2.7570 3.2488 5.1556
H58 -0.8879 2.8811 -1.3907
C32 2.8478 0.7120 0.8614
H59 -4.3188 1.7941 -2.0751
C33 1.6888 -0.7216 -3.2283
F7 -2.2170 5.2728 0.0282
C34 -6.2567 -0.4225 0.5268

Output
- LUMO level: -2.511 eV
- Charge: +1